Below is a 2-piece molecular cluster, C24H35N3P overall in a non-equilibrium geometry, with properties calculated with ωB97M-V/def2-TZVPD.

The geometry in XYZ format:
```
63
Properties=species:S:1:pos:R:3:forces:R:3
C 0.081 -4.185 8.726 0.0847 -0.2280 -0.0309
N 0.017 -2.722 8.760 -0.1471 1.1809 0.0608
C 1.240 -2.030 8.783 -1.4069 -0.2089 -0.0060
C 2.474 -2.689 8.751 0.2638 -0.4800 -0.0130
C 3.655 -1.982 8.782 -0.6022 -0.5703 -0.0367
C 3.651 -0.594 8.846 -0.2383 0.9483 0.0562
C 2.460 0.083 8.879 0.6047 -0.1798 -0.0020
C 1.233 -0.610 8.846 -0.5788 0.0279 -0.0051
C 0.012 0.070 8.883 -0.0354 -0.8128 -0.0390
C -1.206 -0.619 8.861 0.6681 0.0364 -0.0057
C -1.215 -2.041 8.791 1.4757 -0.3195 -0.0084
C -2.455 -2.690 8.761 -0.3191 -0.3971 -0.0294
C -3.629 -1.975 8.808 0.5809 -0.6294 -0.0487
C -3.621 -0.591 8.885 0.2100 0.9930 0.0718
C -2.429 0.078 8.912 -0.6493 -0.1406 0.0042
H -0.899 -4.652 8.736 0.1236 0.2663 0.0044
H 0.600 -4.506 7.824 -0.0374 0.0073 -0.0166
H 0.632 -4.544 9.595 -0.0327 0.0224 0.0133
H 2.506 -3.765 8.703 0.0814 -0.0550 -0.0064
H 4.593 -2.512 8.758 0.0964 -0.1307 -0.0108
H 4.583 -0.051 8.872 0.0647 0.0571 0.0022
H 2.446 1.157 8.936 -0.0340 0.2503 -0.0164
H 0.007 1.144 8.934 0.0042 0.3177 0.0025
H -2.518 -3.761 8.696 -0.0227 -0.1011 0.0038
H -4.569 -2.498 8.788 -0.1530 -0.1868 -0.0185
H -4.550 -0.047 8.926 -0.0879 0.0816 0.0048
H -2.417 1.150 8.976 0.0857 0.3071 -0.0143
C 3.594 1.825 3.520 -0.2479 0.0459 0.0881
C 2.563 2.489 4.447 0.2588 -0.4476 -0.6831
C 2.620 1.847 5.835 0.2290 0.0297 -0.0287
C 2.904 3.982 4.555 -0.2612 -0.1794 -0.1056
N 1.210 2.323 3.821 -1.1709 0.9359 1.0993
C 0.702 0.973 3.476 1.1649 0.2232 -0.3011
C -0.834 0.994 3.453 -1.1037 0.2500 -0.4126
N -1.326 2.337 3.846 1.1438 0.9318 1.1302
C -2.656 2.483 4.522 -0.2916 -0.4270 -0.6807
C -3.715 1.824 3.623 0.2521 0.0481 0.0843
C -3.005 3.972 4.664 0.2525 -0.1724 -0.1157
C -2.659 1.822 5.904 -0.2560 0.0414 -0.0264
P -0.045 2.943 4.911 0.0111 -0.5966 -2.0247
H -0.045 1.733 5.629 0.0408 -0.2686 1.0525
H 3.537 2.261 2.522 -0.0262 0.0267 0.0110
H 4.608 1.962 3.897 -0.0312 0.0038 0.0581
H 3.402 0.756 3.432 0.0510 -0.0939 -0.0015
H 1.924 2.337 6.514 0.0148 0.0560 0.1414
H 2.371 0.788 5.791 -0.0299 -0.1405 0.0422
H 3.620 1.938 6.259 0.1141 0.0083 -0.0065
H 2.231 4.488 5.246 0.0000 0.0911 0.0213
H 3.925 4.113 4.915 -0.0096 -0.0921 0.0407
H 2.825 4.465 3.582 -0.0535 -0.0435 -0.0144
H 1.113 0.682 2.499 -0.2093 0.0427 0.1903
H 1.080 0.240 4.203 -0.2227 -0.0739 0.0148
H -1.216 0.771 2.446 0.1722 0.0046 0.2035
H -1.258 0.232 4.121 0.2519 -0.0693 0.0236
H -3.520 0.758 3.514 -0.0512 -0.0949 -0.0037
H -4.716 1.949 4.038 0.0307 0.0062 0.0547
H -3.697 2.273 2.630 0.0256 0.0289 0.0144
H -2.311 4.474 5.337 0.0041 0.0940 0.0252
H -2.964 4.470 3.696 0.0513 -0.0458 -0.0196
H -4.013 4.090 5.062 0.0055 -0.0905 0.0398
H -1.955 2.321 6.569 -0.0274 0.0412 0.1342
H -3.648 1.885 6.356 -0.1149 0.0042 -0.0063
H -2.386 0.771 5.838 0.0341 -0.1343 0.0447
```
Forces are in eV/Å.

Properties
Gap between HOMO and LUMO = 5.66 eV
LUMO level = -5.025 eV
Total charge = +1
Relative energy (zero: lowest compared OMol25 entry of this formula, charge and spin) = 55.3 kJ/mol

Calculated atomic charges, method Löwdin, unit e: C 0.005; N 0.012; C -0.099; C 0.003; C -0.019; C -0.043; C -0.007; C -0.125; C 0.121; C -0.124; C -0.082; C 0.006; C -0.022; C -0.045; C -0.011; H 0.082; H 0.112; H 0.112; H 0.107; H 0.124; H 0.121; H 0.123; H 0.141; H 0.103; H 0.124; H 0.122; H 0.122; C -0.046; C -0.657; C -0.101; C -0.069; N -0.259; C -0.230; C -0.225; N -0.260; C -0.658; C -0.045; C -0.069; C -0.104; P 1.035; H -0.045; H 0.092; H 0.086; H 0.074; H 0.042; H 0.067; H 0.087; H 0.049; H 0.086; H 0.089; H 0.115; H 0.095; H 0.116; H 0.097; H 0.074; H 0.086; H 0.092; H 0.049; H 0.089; H 0.086; H 0.042; H 0.087; H 0.068